{"formula": "C25H32FO2Yb", "method": "ωB97M-V with the def2-TZVPD basis set", "species": ["O", "C", "C", "H", "H", "C", "H", "H", "C", "H", "H", "H", "C", "H", "H", "H", "Yb", "C", "C", "C", "H", "C", "C", "H", "H", "H", "H", "C", "C", "C", "H", "C", "C", "H", "H", "H", "H", "O", "C", "C", "H", "H", "C", "H", "H", "C", "H", "H", "H", "H", "F", "C", "C", "C", "C", "C", "C", "H", "H", "H", "H"], "positions_angstrom": [[1.539, -1.470, -2.674], [0.600, -2.472, -3.276], [1.569, -3.088, -4.264], [-0.290, -1.973, -3.687], [0.295, -3.199, -2.513], [2.487, -2.008, -3.653], [1.331, -2.945, -5.318], [1.805, -4.124, -3.996], [2.907, -1.039, -4.732], [2.055, -0.627, -5.281], [3.520, -1.596, -5.451], [3.524, -0.242, -4.313], [3.673, -2.676, -3.006], [3.334, -3.434, -2.291], [4.300, -1.925, -2.518], [4.254, -3.174, -3.793], [0.865, 1.017, 1.102], [1.274, 1.276, 4.193], [-0.024, 0.768, 3.952], [0.090, -0.437, 3.220], [-0.954, 1.156, 4.357], [1.482, -0.738, 3.087], [2.207, 0.332, 3.684], [3.280, 0.352, 3.870], [1.503, 2.172, 4.766], [-0.758, -1.007, 2.861], [1.906, -1.657, 2.688], [1.167, 3.585, 0.963], [2.457, 3.054, 0.707], [2.361, 2.170, -0.405], [3.386, 3.402, 1.157], [1.022, 2.229, -0.899], [0.288, 3.075, -0.021], [-0.756, 3.345, -0.125], [0.901, 4.308, 1.736], [3.180, 1.582, -0.815], [0.601, 1.639, -1.712], [-2.108, -2.047, -1.766], [-1.093, -1.679, -0.787], [-1.352, -2.512, 0.473], [-1.171, -0.591, -0.516], [-0.085, -1.816, -1.197], [-2.906, -2.566, 0.473], [-0.889, -2.066, 1.367], [-0.939, -3.533, 0.410], [-3.320, -2.223, -0.984], [-3.227, -1.721, 1.107], [-3.299, -3.521, 0.861], [-3.895, -1.269, -1.029], [-3.947, -2.976, -1.485], [-5.274, 4.114, 2.830], [-4.081, 3.470, 2.570], [-4.056, 2.522, 1.553], [-2.805, 1.892, 1.261], [-1.710, 2.277, 1.976], [-1.721, 3.222, 2.957], [-2.956, 3.848, 3.294], [-4.960, 2.285, 0.990], [-2.748, 1.147, 0.471], [-0.822, 3.505, 3.496], [-3.017, 4.606, 4.075]], "lowdin_spin": [0.00, 0.00, 0.00, 0.00, 0.00, 0.00, 0.00, 0.00, 0.00, 0.00, 0.00, 0.00, 0.00, 0.00, 0.00, 0.00, 0.99, 0.00, 0.00, 0.00, 0.00, 0.00, 0.00, 0.00, 0.00, 0.00, 0.00, 0.00, 0.00, 0.00, 0.00, 0.00, 0.00, 0.00, 0.00, 0.00, 0.00, 0.00, 0.00, 0.00, 0.00, 0.00, 0.00, 0.00, 0.00, 0.00, 0.00, 0.00, 0.00, 0.00, 0.00, 0.00, 0.00, 0.00, 0.00, 0.00, 0.00, 0.00, 0.00, 0.00, 0.00], "gap_ev": [6.522, 6.141], "multiplicity": 2, "homo_ev": [-6.8, -6.8]}

{"formula": "C25H32GeNO5SSn", "method": "ωB97M-V with the def2-TZVPD basis set", "species": ["Sn", "O", "C", "O", "C", "O", "C", "C", "O", "O", "H", "H", "H", "H", "H", "S", "C", "C", "C", "C", "C", "C", "N", "C", "C", "C", "C", "C", "C", "C", "H", "H", "H", "H", "H", "H", "H", "H", "C", "C", "C", "C", "Ge", "C", "C", "C", "C", "H", "H", "H", "H", "H", "H", "H", "H", "H", "H", "H", "H", "H", "H", "H", "H", "H", "H", "H"], "positions_angstrom": [[0.674, -0.251, -2.525], [-1.259, -0.802, -6.342], [-0.966, -0.952, -4.820], [0.230, -0.476, -4.530], [-2.084, -0.291, -4.038], [-1.722, -0.605, -2.678], [-2.408, -1.739, -2.110], [-2.095, -3.077, -2.767], [-1.995, -4.085, -2.158], [-2.126, -3.078, -4.160], [-0.425, -0.604, -6.818], [-3.076, -0.673, -4.269], [-2.054, 0.791, -4.165], [-3.485, -1.570, -2.183], [-2.129, -1.792, -1.061], [1.366, -4.925, -3.057], [1.695, -4.395, -1.450], [2.253, -5.118, -0.397], [2.388, -4.479, 0.814], [1.967, -3.151, 0.981], [1.411, -2.439, -0.059], [1.283, -3.070, -1.299], [0.762, -2.507, -2.474], [0.767, -3.390, -3.468], [0.215, -3.197, -4.818], [0.816, -3.712, -5.898], [0.226, -3.660, -7.237], [-0.924, -3.030, -7.487], [-1.609, -2.333, -6.389], [-1.110, -2.493, -4.947], [2.566, -6.145, -0.527], [2.818, -5.009, 1.652], [2.083, -2.682, 1.948], [1.080, -1.419, 0.101], [1.775, -4.205, -5.797], [0.737, -4.192, -8.030], [-1.396, -3.053, -8.460], [-2.694, -2.326, -6.453], [1.147, 2.477, 5.459], [0.425, 1.641, 6.504], [-1.082, 1.869, 6.472], [-1.666, 1.538, 5.090], [-0.797, 2.614, 3.743], [-1.103, 4.524, 3.620], [0.078, 5.466, 3.875], [1.284, 5.197, 2.984], [2.459, 6.110, 3.308], [2.235, 2.432, 5.538], [0.880, 3.536, 5.511], [1.033, 2.069, 4.413], [0.817, 1.909, 7.486], [0.653, 0.583, 6.356], [-1.304, 2.907, 6.735], [-1.576, 1.248, 7.219], [-2.730, 1.784, 5.039], [-1.554, 0.480, 4.851], [-0.305, 1.916, 2.450], [-1.936, 4.739, 4.293], [-1.466, 4.657, 2.595], [0.369, 5.435, 4.928], [-0.279, 6.484, 3.706], [0.990, 5.323, 1.937], [1.598, 4.147, 3.086], [2.191, 7.155, 3.146], [3.321, 5.888, 2.681], [2.764, 6.005, 4.350]], "mulliken_charge": [1.02, -0.39, 0.97, -0.94, -0.93, -0.45, -0.33, 0.29, -0.43, -0.45, 0.58, 0.42, 0.30, 0.35, 0.38, -0.08, 0.97, -0.82, -0.56, -0.96, -0.60, 0.41, 0.00, -0.26, 0.28, -0.23, -0.83, -1.13, -0.77, 2.49, 0.46, 0.43, 0.43, 0.21, 0.63, 0.48, 0.55, 0.49, -0.51, -0.50, -0.65, -0.76, 0.31, -0.78, -0.83, -0.08, -1.38, 0.48, 0.01, 0.20, 0.36, 0.30, 0.32, 0.37, 0.49, 0.39, -0.07, 0.46, 0.51, 0.31, 0.47, 0.31, 0.23, 0.35, 0.38, 0.34], "gap_ev": 7.801, "total_charge": 3, "multiplicity": 1, "homo_ev": -16.7, "relative_energy_kj_mol": 432.8}

{"formula": "C25H32NO4", "method": "ωB97M-V with the def2-TZVPD basis set", "species": ["C", "C", "C", "C", "C", "C", "C", "C", "C", "O", "C", "C", "C", "C", "C", "C", "C", "C", "O", "C", "C", "C", "O", "C", "H", "H", "H", "H", "H", "H", "H", "H", "H", "H", "H", "H", "H", "H", "H", "H", "H", "H", "H", "H", "C", "C", "C", "O", "C", "N", "H", "H", "H", "H", "H", "H", "H", "H", "H", "H", "H", "H"], "positions_angstrom": [[4.036, 1.272, -1.710], [2.609, 0.621, -1.168], [1.264, 0.795, -2.141], [-0.189, 0.192, -1.599], [-0.332, -0.571, -0.136], [-1.831, -1.084, 0.313], [-1.855, -2.521, 1.103], [-2.672, 0.100, 1.143], [1.046, -0.724, 0.747], [0.993, -1.385, 2.094], [0.687, -0.273, 3.007], [0.651, -0.666, 4.598], [0.878, -2.157, 5.245], [0.766, -2.371, 6.899], [0.450, -1.129, 7.956], [0.229, 0.367, 7.303], [0.339, 0.596, 5.650], [0.086, 2.138, 5.127], [0.728, 2.746, 4.126], [-1.054, 3.008, 5.988], [-1.138, 2.808, 7.490], [-0.139, 1.699, 8.246], [0.359, 1.880, 9.486], [2.536, -0.161, 0.300], [4.853, 0.472, -1.959], [4.500, 1.971, -0.866], [3.884, 1.950, -2.681], [1.298, 1.360, -3.189], [-1.137, 0.313, -2.275], [-2.460, -1.242, -0.688], [-1.785, -2.274, 2.264], [-2.833, -3.171, 0.887], [-0.872, -3.119, 0.811], [-3.826, -0.191, 1.072], [-2.515, 1.175, 0.651], [-2.424, 0.100, 2.299], [1.579, 0.511, 2.881], [-0.293, 0.319, 2.716], [1.127, -3.074, 4.560], [0.925, -3.439, 7.406], [0.355, -1.261, 9.116], [-1.750, 3.748, 5.393], [-1.933, 3.461, 8.046], [3.519, -0.273, 0.945], [-1.856, -0.990, -6.848], [-1.277, -0.092, -5.766], [-0.420, 1.054, -6.326], [0.858, 0.542, -6.732], [0.986, 0.355, -8.141], [-0.387, -0.924, -4.895], [-1.084, -1.573, -7.361], [-2.564, -1.703, -6.413], [-2.395, -0.400, -7.595], [-2.081, 0.297, -5.133], [-0.218, 1.770, -5.518], [-0.932, 1.604, -7.124], [0.387, 1.066, -8.716], [0.702, -0.668, -8.397], [2.038, 0.490, -8.407], [-0.778, -1.845, -4.664], [-0.147, -0.439, -4.023], [0.507, -1.058, -5.399]], "mulliken_charge": [-0.97, 0.53, -0.56, -0.87, 0.31, 0.22, -0.91, -1.00, 0.27, -0.35, -0.14, 0.18, -0.46, -0.36, -0.51, 0.23, 0.26, 0.34, -0.53, -0.30, -0.35, 0.25, -0.50, -0.41, 0.28, 0.28, 0.28, 0.21, 0.45, 0.39, 0.17, 0.33, 0.26, 0.33, 0.25, 0.26, 0.36, 0.01, 0.34, 0.28, 0.34, 0.31, 0.31, 0.35, -1.52, 0.39, -0.68, -0.38, -0.67, -0.06, 0.38, 0.42, 0.39, 0.33, 0.35, 0.48, 0.32, 0.26, 0.24, 0.38, -0.26, 0.44], "gap_ev": 7.354, "total_charge": 1, "multiplicity": 1, "homo_ev": -10.5}

{"formula": "C25H32O3SSb2TeW", "method": "ωB97M-V with the def2-TZVPD basis set", "species": ["W", "C", "Sb", "C", "C", "C", "C", "C", "C", "C", "C", "C", "Sb", "C", "C", "H", "H", "H", "H", "H", "H", "H", "H", "H", "H", "H", "H", "H", "H", "H", "H", "H", "H", "H", "H", "C", "O", "C", "C", "C", "C", "C", "C", "O", "C", "O", "C", "H", "H", "H", "H", "H", "H", "H", "H", "H", "Te", "C", "C", "C", "C", "S", "H", "H", "H"], "positions_angstrom": [[-0.350, -0.165, 0.763], [3.578, -1.627, 0.263], [2.400, 0.106, 0.502], [3.684, 1.482, 1.464], [2.214, 0.956, -1.477], [3.044, 2.201, -1.576], [4.306, 2.074, -2.164], [5.179, 3.141, -2.251], [4.796, 4.372, -1.740], [3.551, 4.506, -1.155], [2.654, 3.437, -1.054], [1.337, 3.814, -0.395], [-0.309, 2.647, 0.358], [-0.765, 3.852, 2.040], [-1.834, 3.192, -1.002], [3.877, -1.996, 1.242], [4.462, -1.373, -0.320], [2.991, -2.383, -0.251], [4.473, 1.735, 0.757], [4.108, 1.019, 2.353], [3.152, 2.391, 1.738], [1.155, 1.123, -1.685], [2.554, 0.197, -2.180], [4.598, 1.114, -2.573], [6.146, 3.016, -2.720], [5.458, 5.225, -1.799], [3.258, 5.473, -0.763], [0.801, 4.488, -1.072], [1.570, 4.420, 0.485], [-0.757, 4.896, 1.727], [-0.036, 3.699, 2.832], [-1.755, 3.594, 2.412], [-1.946, 4.275, -0.984], [-2.768, 2.718, -0.709], [-1.571, 2.867, -2.007], [-1.884, -7.482, -1.021], [-0.990, -6.365, -0.853], [-1.473, -5.160, -0.652], [-2.853, -4.861, -0.582], [-3.241, -3.573, -0.378], [-2.318, -2.498, -0.250], [-2.754, -1.161, -0.278], [-4.179, -0.744, -0.118], [-1.936, -0.165, -0.485], [-0.919, -2.851, -0.264], [0.034, -1.944, 0.012], [-0.522, -4.146, -0.480], [-1.238, -8.340, -1.167], [-2.510, -7.334, -1.899], [-2.488, -7.619, -0.125], [-3.592, -5.638, -0.703], [-4.300, -3.358, -0.363], [-4.849, -1.542, 0.180], [-4.527, -0.304, -1.054], [-4.212, 0.044, 0.636], [0.527, -4.406, -0.485], [-1.098, -0.200, 3.207], [0.033, 1.064, 4.411], [1.277, 1.603, 4.201], [1.710, 2.413, 5.269], [0.787, 2.477, 6.277], [-0.599, 1.558, 5.932], [1.862, 1.405, 3.316], [2.663, 2.919, 5.305], [0.859, 3.013, 7.210]], "lowdin_spin": [1.87, 0.00, 0.02, 0.00, 0.01, 0.00, 0.00, 0.00, 0.00, 0.00, 0.00, -0.01, 0.02, 0.01, 0.01, 0.00, 0.00, 0.00, 0.00, 0.00, 0.00, 0.00, 0.00, 0.00, 0.00, 0.00, 0.00, 0.00, 0.00, 0.00, 0.00, 0.00, 0.00, 0.00, 0.00, 0.00, 0.01, 0.01, 0.01, 0.00, 0.02, 0.01, 0.00, 0.06, 0.02, 0.07, 0.00, 0.00, 0.00, 0.00, 0.00, 0.00, 0.00, 0.00, 0.00, 0.00, -0.16, 0.04, -0.01, 0.00, -0.02, 0.00, 0.00, 0.00, 0.00], "gap_ev": [6.507, 6.573], "total_charge": 2, "multiplicity": 3, "homo_ev": [-13.7, -13.7], "relative_energy_kj_mol": 93.8}

DFT total energy list, top to bottom, in eV: -64780.681, -111326.998, -36094.402, -65599.460